{"formula": "C2H5O2S2", "method": "ωB97M-V/def2-TZVPD", "symbols": ["S", "S", "O", "O", "C", "C", "H", "H", "H", "H", "H"], "coordinates": [[-1.99169, -0.11447, 2.05339], [-1.07684, -1.59989, 0.87732], [2.51544, 2.41083, -1.66272], [2.21676, 0.24404, -2.30949], [1.94256, 1.44704, -2.18497], [0.18289, -0.54647, 0.04462], [-0.33690, 0.07940, -0.66146], [0.78941, -0.03305, 0.77895], [-3.16731, -0.14580, 1.40381], [0.84660, -1.22676, -0.48890], [0.91465, 1.72172, -2.60098]], "lowdin_charge": [0.26, 0.33, -0.14, -0.15, -0.75, -0.48, 0.02, 0.03, -0.22, 0.03, 0.08], "orbital_gap_ev": 6.530, "e_homo_ev": -3.87, "total_charge": -1, "total_energy_ev": -27921.8797, "relative_energy_kj_mol": 72.5}

{"formula": "C53H134NO24Zn", "method": "ωB97M-V/def2-TZVPD", "symbols": ["Zn", "O", "O", "O", "O", "O", "O", "O", "O", "O", "O", "O", "O", "O", "O", "O", "O", "O", "O", "O", "O", "O", "O", "O", "O", "N", "C", "C", "C", "C", "C", "C", "C", "C", "C", "C", "C", "C", "C", "C", "C", "C", "C", "C", "C", "C", "C", "C", "C", "C", "C", "C", "C", "C", "C", "C", "C", "C", "C", "C", "C", "C", "C", "C", "C", "C", "C", "C", "C", "C", "C", "C", "C", "C", "C", "C", "C", "C", "C", "H", "H", "H", "H", "H", "H", "H", "H", "H", "H", "H", "H", "H", "H", "H", "H", "H", "H", "H", "H", "H", "H", "H", "H", "H", "H", "H", "H", "H", "H", "H", "H", "H", "H", "H", "H", "H", "H", "H", "H", "H", "H", "H", "H", "H", "H", "H", "H", "H", "H", "H", "H", "H", "H", "H", "H", "H", "H", "H", "H", "H", "H", "H", "H", "H", "H", "H", "H", "H", "H", "H", "H", "H", "H", "H", "H", "H", "H", "H", "H", "H", "H", "H", "H", "H", "H", "H", "H", "H", "H", "H", "H", "H", "H", "H", "H", "H", "H", "H", "H", "H", "H", "H", "H", "H", "H", "H", "H", "H", "H", "H", "H", "H", "H", "H", "H", "H", "H", "H", "H", "H", "H", "H", "H", "H", "H", "H", "H", "H", "H", "H", "H", "H", "H"], "coordinates": [[1.96550, -0.47277, 5.38348], [3.86236, 8.49319, 2.93051], [6.17331, -5.67468, 4.95359], [-1.97078, -2.39396, -10.66969], [5.26168, 0.13865, 3.65339], [11.04093, -3.13315, -2.64137], [3.03577, 2.90439, 6.87770], [-5.47337, 6.93000, 5.34974], [-6.15168, 4.03095, -7.51834], [-4.28482, 9.69184, -0.86824], [2.12277, -4.05442, 5.58490], [-1.06279, -0.32580, 7.14290], [-3.02966, -8.10300, -6.30879], [-9.07209, 2.46370, -3.72258], [6.09906, 3.86373, -3.03528], [2.12029, -9.20794, -0.21870], [5.17732, 5.90752, 9.61945], [3.81612, 0.80304, 8.69404], [-7.99163, -4.36217, 1.17324], [6.29520, -9.39788, -2.54663], [5.49263, -2.17907, -7.18800], [-1.14864, 6.51793, 7.55170], [-0.05253, -0.04666, 1.63632], [-9.08830, -4.19246, -3.27208], [5.62711, 4.01880, 11.48445], [-0.13141, 0.34422, 0.20773], [-1.55799, -6.41310, -5.45214], [-6.42835, -2.60698, 1.56880], [1.27549, -6.05182, 6.48647], [5.67907, -7.26932, -3.51083], [-3.63148, 8.60658, -1.47880], [-0.32501, 2.77028, 0.67217], [-0.78667, 1.86683, -1.55262], [4.81150, 4.73777, 9.34370], [-1.86051, 1.38703, 8.65081], [4.70306, 3.58220, -3.07450], [3.19044, -2.77110, -7.34423], [-8.36777, -4.49565, -4.49115], [-1.95827, 0.79589, 7.23552], [-4.10517, 4.34186, -8.54912], [-0.65329, 7.36568, 8.59381], [1.19120, -5.07370, 5.31965], [4.16429, 4.38305, 8.08132], [6.60071, -8.51714, -3.62256], [5.69429, 0.63809, 2.36403], [-1.73967, 8.33482, 9.11765], [1.08103, -1.70009, -0.46988], [9.73098, -3.45855, -2.85653], [4.70824, 2.29404, 10.09156], [-8.50014, 1.64105, -2.77118], [-2.55144, -7.55073, -5.12941], [3.76126, 3.10886, 7.91949], [6.44171, 1.92594, 2.60773], [5.80826, -7.07248, 3.00319], [-2.42453, 1.46641, 0.31767], [-1.08371, 0.67213, -2.45705], [-6.64390, -4.09803, 1.49729], [6.75612, -6.53459, 3.98852], [-0.94328, 1.55838, -0.05390], [-2.67538, -1.19732, -10.40231], [-0.22760, -0.86489, -0.68075], [-8.62314, 2.47648, -1.46109], [5.06710, 3.63053, 10.44195], [0.86326, -9.17940, -0.93102], [4.24290, -1.96282, -6.58589], [-5.51911, 7.10911, 3.90364], [2.01790, 9.97757, 2.81816], [-6.94306, 6.98067, 3.36351], [-4.82295, 4.21024, -7.23031], [4.09336, 4.23890, -4.31017], [-0.13983, -0.49076, -2.17031], [2.47469, 8.53926, 2.72212], [-6.90771, -3.91788, -4.46795], [8.90303, -3.01430, -1.65886], [-2.11762, 8.91452, -1.54346], [-0.15957, -8.53663, -0.05742], [-1.47420, -1.76797, -0.46079], [-2.93910, -1.13846, -8.91676], [4.07270, 2.04518, 8.92827], [-0.41315, -1.29278, -2.85600], [0.50142, -6.80788, 6.35507], [6.79397, 2.42704, 1.70611], [6.82069, -5.39923, 5.60676], [2.01615, 10.37257, 3.83406], [-2.94047, 2.42065, 0.21122], [-2.48689, 1.14930, 1.35866], [0.99127, 9.97666, 2.45195], [-2.37983, -1.36306, -0.91244], [-2.59366, 2.19229, 8.69690], [6.13832, 4.66954, -2.51498], [0.99910, -8.59128, -1.83862], [7.55372, -5.94304, 3.53906], [-4.93883, 10.05343, -1.47082], [-7.03333, -2.83520, -4.47872], [-9.98804, -4.52696, -3.28480], [7.23325, 1.77071, 3.34087], [4.01062, 5.29730, -4.06313], [0.12761, 7.99367, 8.16496], [4.22788, -2.23157, -5.52966], [8.93504, -1.92491, -1.67643], [-1.99892, 0.61566, 9.40840], [-6.28295, -4.59923, 2.39539], [-4.55578, 6.73177, 5.55059], [-2.66216, 7.79041, 9.31950], [2.26514, -2.54674, -6.81357], [-1.75578, -1.95699, 0.57509], [-1.69257, 8.98296, -0.54210], [9.39689, -2.98116, -3.77772], [-9.64519, 2.74515, -1.19400], [-6.25522, -4.25003, -3.66044], [-4.26693, 5.34939, -8.93228], [-8.26836, -5.58023, -4.53462], [-3.81710, 7.62416, -1.04463], [-9.14045, 0.76666, -2.65477], [-8.94998, -4.06227, -5.30437], [0.87488, -0.22630, -2.46787], [-3.03839, 4.17215, -8.40323], [-1.32493, -2.76773, -0.86859], [-1.55315, 8.07642, -1.95218], [0.23480, 2.19963, -1.73682], [2.59224, 10.69522, 2.23229], [4.26662, 3.75201, -2.09024], [-3.12398, -9.05536, -6.23327], [-2.61129, -3.08018, -10.46856], [7.66008, -8.28356, -3.51642], [1.16659, -2.48825, -1.21793], [-0.35994, -9.15463, 0.81781], [-4.87355, 6.38727, 3.40336], [4.81076, 0.72873, 1.73217], [-7.44939, 1.40739, -2.94267], [-8.27365, 1.87704, -0.62047], [-4.26279, 3.51717, -9.24421], [-1.89801, 9.15705, 8.41982], [4.02939, -0.89617, -6.65509], [4.03760, 5.11600, 7.29830], [-1.36070, -5.84003, -4.54618], [-2.04739, -8.22381, -4.43588], [-0.20637, 6.74647, 9.37159], [2.26768, -6.47641, 6.63942], [6.56959, -9.01449, -4.59198], [-0.65038, -6.76935, -5.93940], [-0.84215, 3.68200, 0.37313], [6.33945, -7.68020, 2.27066], [6.08078, 0.02081, 4.13999], [-3.40094, -2.05350, -8.54594], [1.10577, -2.15436, 0.52064], [6.01686, -1.47832, -6.79335], [-1.46331, 2.67629, -1.82657], [2.82735, -9.26466, -0.86558], [-0.39774, 2.65306, 1.75341], [5.80445, 2.68637, 3.05911], [4.65659, 2.49554, -3.14593], [-2.96096, 0.81349, -0.37083], [-4.50012, 3.34696, -6.64839], [4.62640, -7.46096, -3.71881], [3.28668, -3.84938, -7.21716], [5.01824, 1.50497, 10.76064], [6.40249, 0.00211, 1.83291], [2.03768, 7.92031, 3.50573], [1.40570, -5.53510, 4.35570], [1.99330, -1.11667, -0.59439], [-1.94738, -5.65694, -6.13383], [4.73540, 4.09676, -5.17946], [4.11579, 8.72679, 3.82650], [-5.44127, -2.27592, 1.89157], [6.94617, -10.10346, -2.54576], [-4.84099, 5.06931, -6.55965], [5.30376, -6.26263, 2.47618], [-4.00493, 8.50538, -2.49782], [-3.42370, -7.09631, -4.65956], [0.73790, 2.93908, 0.49950], [-2.04680, -0.37339, -10.74013], [-0.89585, 1.88111, 8.76664], [-10.01346, 2.49451, -3.53691], [-1.10819, -8.34378, -0.55843], [-1.95925, 9.85407, -2.07289], [11.10359, -2.19456, -2.83301], [-8.15662, -4.18002, 0.24523], [-2.94027, 0.34635, 7.08814], [0.43832, -10.17174, -1.08200], [0.15756, -7.58705, 0.37366], [-7.47832, 7.79891, 3.84527], [-7.46073, 6.07610, 3.68272], [5.70555, -6.78179, -2.53630], [-3.68423, -0.34874, -8.82055], [-8.17204, 3.46864, -1.47615], [9.34379, -3.37649, -0.73006], [0.18616, -4.69552, 5.13262], [-2.05604, -0.87198, -8.33601], [2.25526, 8.17755, 1.71758], [-1.80615, 1.54688, 6.46030], [-2.14525, 0.44419, -2.55327], [3.09341, -2.57899, -8.41276], [-7.16119, -2.08451, 2.18367], [1.08314, -5.57003, 7.44510], [-1.48873, -1.06297, 7.58646], [-0.82373, 1.06010, -3.44193], [-0.42015, 6.01218, 7.18411], [-1.40263, 8.83844, 10.02366], [-7.02020, 7.20628, 2.29991], [9.55101, -4.52230, -3.01196], [-6.38484, -2.19618, 0.56012], [-6.01252, -4.57735, 0.74915], [2.97061, -4.50283, 5.62616], [7.84285, -3.26565, -1.68967], [5.10896, -7.74796, 3.49592], [7.20365, -7.38186, 4.50809], [3.08162, 3.85673, -4.44601], [-6.50474, -4.19210, -5.44289], [-6.66863, 3.87831, -6.72394], [-5.14877, 8.10507, 3.66076], [5.97849, -6.53510, -4.25875], [-3.63830, -1.12602, -10.90809]], "lowdin_charge": [0.46, -0.09, -0.08, -0.08, -0.13, -0.06, -0.02, -0.09, -0.08, -0.08, -0.15, -0.17, -0.07, -0.09, -0.09, -0.08, 0.03, -0.02, -0.08, -0.09, -0.08, -0.09, -0.17, -0.11, 0.04, -0.06, -0.09, -0.10, -0.09, -0.07, -0.33, -0.05, -0.16, -0.29, -0.09, -0.33, -0.09, -0.29, -0.30, -0.08, -0.31, -0.33, 0.08, -0.31, -0.31, -0.08, -0.05, -0.38, 0.06, -0.32, -0.34, -0.36, -0.11, -0.10, -0.03, -0.20, -0.33, -0.36, -0.52, -0.34, -0.47, -0.10, -0.33, -0.32, -0.34, -0.31, -0.10, -0.09, -0.37, -0.08, -0.16, -0.33, -0.07, -0.09, -0.09, -0.11, -0.03, -0.10, -0.36, 0.12, 0.07, 0.07, 0.08, 0.07, 0.08, 0.09, 0.07, 0.06, 0.07, 0.08, 0.11, 0.11, 0.08, 0.06, 0.07, 0.07, 0.07, 0.10, 0.11, 0.07, 0.07, 0.11, 0.07, 0.07, 0.07, 0.08, 0.07, 0.11, 0.06, 0.07, 0.08, 0.10, 0.10, 0.11, 0.10, 0.11, 0.07, 0.07, 0.07, 0.12, 0.07, 0.11, 0.08, 0.08, 0.10, 0.07, 0.08, 0.10, 0.11, 0.11, 0.07, 0.08, 0.07, 0.11, 0.12, 0.07, 0.11, 0.11, 0.07, 0.10, 0.07, 0.08, 0.08, 0.07, 0.07, 0.08, 0.08, 0.12, 0.07, 0.08, 0.08, 0.10, 0.06, 0.11, 0.06, 0.07, 0.13, 0.10, 0.11, 0.10, 0.08, 0.07, 0.08, 0.08, 0.07, 0.08, 0.11, 0.08, 0.10, 0.10, 0.08, 0.11, 0.07, 0.08, 0.07, 0.07, 0.09, 0.08, 0.10, 0.10, 0.08, 0.07, 0.07, 0.07, 0.07, 0.07, 0.08, 0.11, 0.08, 0.11, 0.11, 0.10, 0.07, 0.08, 0.07, 0.07, 0.10, 0.08, 0.07, 0.07, 0.11, 0.07, 0.10, 0.08, 0.07, 0.08, 0.11, 0.07, 0.07, 0.09, 0.10, 0.07, 0.11], "orbital_gap_ev": 1.675, "e_homo_ev": -3.54, "total_charge": -1, "total_energy_ev": -156165.5057}

{"formula": "C2H2N6", "method": "ωB97M-V/def2-TZVPD", "symbols": ["N", "N", "N", "N", "N", "N", "C", "C", "H", "H"], "coordinates": [[0.54891, 1.30405, -0.66679], [-1.25188, 0.87062, 0.65949], [-0.21360, 1.51733, 0.43660], [-0.68416, -1.21055, -0.30599], [1.43493, -1.44500, 0.75447], [1.01523, 0.15321, -0.94489], [-1.54422, -0.29897, -0.00104], [0.59974, -0.84247, -0.00238], [-2.61639, -0.49865, -0.11038], [2.33734, -0.98031, 0.60064]], "lowdin_charge": [0.02, 0.06, 0.00, 0.17, 0.18, 0.13, -0.17, -0.57, 0.12, 0.06], "orbital_gap_ev": 8.507, "e_homo_ev": -10.14, "smiles": "[H]/N=c1/ncnnnn1", "total_energy_ev": -11041.9968, "relative_energy_kj_mol": 184.2}